114
Properties=species:S:1:pos:R:3 method="wB97M-V/def2-TZVPD" smiles="NCCC1=CC(=O)C(P(O)Br)=CC1=O.C[C@@H]1COC(=O)O1.C[C@@H]1COC(=O)O1.C[C@@H]1COC(=O)O1.C[C@@H]1COC(=O)O1.C[C@@H]1COC(=O)O1.C[C@@H]1COC(=O)O1.C[C@@H]1COC(=O)O1" multiplicity=1 orbital_gap_ev=6.887 total_charge=0 e_homo_ha=-0.32070
O -0.67 2.35 -3.58
C 4.14 6.19 4.76
O -0.80 5.05 8.94
O 1.20 -3.80 -2.36
H 4.18 -4.94 -4.45
O -0.76 -0.75 6.13
O 2.56 -3.72 -4.20
O -0.89 6.56 10.61
C -0.77 1.66 -2.42
C 1.51 4.86 6.67
C 0.03 -0.44 -7.23
H 1.97 -0.35 7.77
C -1.21 1.64 0.27
O 0.03 0.37 7.91
C -1.14 -5.26 6.25
H 1.49 5.23 7.70
C -1.19 2.42 -1.01
H 1.48 1.09 -9.55
H -1.94 -1.59 -5.34
C 1.93 1.40 -12.34
C 1.78 -0.76 -12.89
O 3.57 5.90 5.97
H 3.73 -5.16 -7.00
H 3.03 -2.20 -13.88
O 2.65 0.36 -12.85
H -2.50 2.85 8.88
C -1.65 4.52 9.94
C -2.83 3.80 9.31
C -0.54 -0.74 -1.06
H -1.07 3.83 10.56
C 2.07 5.51 4.30
C -1.04 0.18 7.09
C 0.93 -2.45 5.83
H -2.89 6.29 10.27
H -3.61 3.58 10.05
H 2.26 -1.07 -14.98
C -3.21 -5.94 5.78
C -2.05 5.74 10.71
H 2.07 3.91 6.69
H -2.94 -1.49 -2.43
H 1.14 -0.32 5.52
H -3.27 4.38 8.50
C 2.17 5.87 5.75
C 0.58 0.80 -9.00
H 0.23 -3.14 6.32
H -1.54 2.63 -8.39
O 1.73 -5.71 -3.50
C 2.10 -1.65 -14.07
H 0.81 -2.59 4.76
O 0.75 -0.47 -8.39
H -2.46 -0.12 -4.18
O -2.11 0.76 7.20
O 0.63 6.84 8.93
O 0.61 1.08 -12.24
O 5.32 6.47 4.60
C 1.78 -4.36 -3.27
C 0.94 -0.68 7.63
H -3.22 -7.54 8.17
H -3.11 1.31 3.37
C -0.54 0.04 -2.33
H -1.48 3.57 -0.97
H -3.79 -6.22 9.18
C 0.33 1.70 -7.82
H -0.55 3.59 -7.30
H 4.22 -3.55 -6.42
H 2.53 -3.85 -6.79
H 2.80 -6.86 -4.85
C 0.43 -0.11 -12.99
H -4.12 -5.55 5.32
H 0.31 -1.79 -3.60
O -0.68 -0.64 1.52
H 1.30 -2.38 -14.25
H -0.09 3.46 -9.01
H -3.14 -7.02 5.60
O 2.41 2.47 -12.00
H -2.28 5.52 11.75
H -3.52 -4.58 7.43
C 3.43 -4.31 -6.37
P -1.75 2.44 1.96
C -1.89 -1.17 -4.25
H -0.36 -1.90 -1.07
H -0.26 0.74 -9.69
H 1.27 2.00 -7.34
H 0.48 4.65 6.36
C -3.12 -5.59 7.24
H -0.36 -0.72 -12.55
C 2.28 -5.90 -4.80
H -4.81 -6.80 7.85
O -0.24 -1.42 -6.56
H 1.95 -2.72 6.11
H 1.77 6.87 5.94
C -0.78 0.03 0.37
O 3.22 6.13 3.75
H 0.12 -0.14 -4.59
O -0.36 0.84 -6.93
C 0.63 -1.01 6.20
O -1.71 -5.55 7.45
C -0.33 -0.82 -3.75
N -2.60 -2.09 -3.23
H 0.15 0.16 -14.01
O 0.04 -4.99 6.09
C -3.78 -6.60 8.15
O -2.06 -5.32 5.24
Br -0.16 2.04 3.55
H 0.74 -1.51 8.32
C 3.22 -4.74 -4.93
C -0.27 6.21 9.45
H 1.46 -5.90 -5.52
H -3.48 -2.49 -3.66
H 1.16 5.90 3.84
H 1.88 -1.31 -11.95
H 2.14 4.43 4.11
C -0.51 2.91 -8.16
O -3.28 1.67 2.43



56
Properties=species:S:1:pos:R:3 method="wB97M-V/def2-TZVPD" multiplicity=1 orbital_gap_ev=6.630 total_charge=0 e_homo_ha=-0.26455 e_above_lowest_kj_mol=2015.5
H -2.54 -2.82 -0.38
H 0.49 3.98 0.53
C 0.80 -0.01 1.28
H 0.57 -2.97 2.50
C -1.75 -3.85 -0.64
C 0.88 -4.33 -1.62
C 1.29 -2.32 1.97
N 1.70 -1.61 3.25
H 1.54 -3.81 0.29
C -2.51 5.40 -2.78
C -1.16 3.93 -1.17
H 2.38 1.37 1.75
H 0.93 1.00 3.04
H 1.64 -5.24 -2.02
H 0.81 2.82 1.71
H 3.40 -3.03 3.64
C 0.71 -1.26 1.23
H -4.45 4.48 -3.64
H -2.31 -4.40 -2.62
H -3.08 5.85 -2.04
H 3.59 -0.96 0.97
C 3.79 -0.75 1.90
C 2.50 -0.54 3.02
O -1.87 4.10 -2.27
C -1.58 -4.02 -2.01
H -1.55 5.93 -2.97
C 0.09 2.18 0.08
H 4.42 0.16 1.92
H 3.84 -0.34 4.50
N 0.71 3.23 0.85
C -3.44 5.15 -3.91
S -1.59 1.34 -1.89
H 2.16 -2.86 1.78
H 1.18 -3.41 -2.29
C 3.20 0.31 4.26
C -0.81 0.11 -0.68
C -0.23 -1.98 0.24
C 0.26 0.93 0.34
H -2.92 4.74 -4.67
O -0.33 -4.83 -2.31
H 3.65 1.33 3.83
H 1.60 -3.18 4.40
H 0.30 -5.02 0.24
C 2.23 -2.55 4.35
H 2.15 0.37 5.09
H 4.48 -1.48 2.49
C -0.75 2.56 -0.98
C 0.60 -4.07 -0.26
N -0.47 -3.33 0.04
N -0.75 -1.16 -0.78
H -1.97 -4.64 -0.31
H 2.66 -1.84 5.31
H -1.14 -2.87 -2.66
C 1.65 0.64 2.08
O -0.78 4.91 -0.51
H -3.74 6.19 -4.19



41
Properties=species:S:1:pos:R:3 method="wB97M-V/def2-TZVPD" smiles="COc1ccc([C@H]2Sc3ccc(C(F)(F)F)cc3-n3cccc3C2=O)cc1" multiplicity=1 orbital_gap_ev=8.559 total_charge=0 e_homo_ha=-0.31214 e_above_lowest_kj_mol=0.0
H 0.98 4.44 -3.83
C 0.49 3.69 -3.21
O 0.39 -4.33 0.66
H 2.47 1.89 -0.39
C 0.24 -2.35 -0.58
H 1.12 0.92 3.60
H -1.04 -5.72 1.09
F 4.31 1.93 1.53
C 0.91 1.18 2.57
H -2.23 -3.54 1.46
H 0.20 -0.60 -1.74
F 3.76 -0.17 2.03
C -2.36 0.42 -0.99
C -2.29 -1.68 0.38
H -3.28 -1.50 0.76
C -1.67 -2.87 0.81
C -0.50 2.72 -3.54
C 0.86 3.48 -1.91
C 0.37 1.90 -0.08
N 0.16 2.42 -1.37
C -0.18 -5.26 1.57
C -0.38 -1.21 -1.02
H 0.55 -6.04 1.82
C 1.99 1.38 1.70
H 1.19 -2.63 -0.91
C 3.44 1.13 2.21
H -1.22 1.15 2.86
H 1.57 4.13 -1.39
F 3.53 1.39 3.57
C -0.65 1.64 0.83
C -1.80 0.97 -2.29
O -2.21 0.48 -3.33
C -0.36 -3.22 0.34
C -0.39 1.34 2.18
H -1.01 2.64 -4.52
C -1.63 -0.83 -0.52
S -2.35 1.65 0.40
H -3.40 0.15 -1.24
C 1.69 1.71 0.36
C -0.73 1.97 -2.39
H -0.51 -4.77 2.51



95
Properties=species:S:1:pos:R:3 method="wB97M-V/def2-TZVPD" multiplicity=1 orbital_gap_ev=6.242 total_charge=-1 e_homo_ha=-0.20549 e_above_lowest_kj_mol=387.8
C 1.71 -3.52 -0.46
C -3.15 -4.19 -1.60
C -2.64 5.61 -2.43
C -3.42 -2.94 -0.62
N -1.98 -4.98 -3.73
H -2.59 6.51 1.15
H -1.02 -4.82 0.20
N -5.53 1.88 -0.82
H -1.20 -0.46 -1.94
C -1.74 4.33 -2.11
H 2.43 2.20 -5.37
H -2.92 7.60 -1.36
C -0.24 0.98 0.99
C -1.64 3.78 -0.70
N 1.25 0.22 -3.71
C -2.15 -3.94 -2.81
C 2.47 -3.10 3.01
C -4.76 1.44 0.21
C 3.27 3.75 -3.82
H 1.94 -5.82 1.59
C -6.97 1.60 -0.84
H 2.18 -2.51 1.99
H -3.84 1.85 0.33
H 1.92 -4.04 2.94
H 0.93 -6.85 0.33
O 3.63 1.00 7.24
H 5.44 -4.63 2.72
H 2.34 1.10 2.86
C 4.75 -2.11 3.75
H 3.63 4.51 -4.54
H 1.26 -2.69 -0.63
C 2.67 3.26 -1.51
O -1.46 0.94 1.07
H -1.34 2.76 -0.75
C 3.21 4.06 -2.52
H -0.69 -2.34 -3.64
H 1.65 1.27 -1.17
N 3.06 1.13 4.97
H 4.49 2.61 4.04
C 2.01 1.87 -1.84
H -4.01 -2.85 0.22
O -0.28 4.16 -4.02
H -4.36 3.39 -1.83
H -2.99 -0.77 -0.30
H 0.03 -1.09 0.62
O 0.40 -0.17 0.73
N -1.15 3.58 -3.26
C -2.70 -1.68 -0.81
H 1.92 -2.61 3.88
O -2.73 -6.07 -3.81
H -2.90 5.95 -3.45
O 5.99 -2.21 4.04
H 5.34 1.44 5.35
H -3.63 -5.10 -1.53
H 2.63 -5.95 -0.16
C 4.52 1.61 4.60
H -7.43 0.68 -0.31
C 2.69 2.40 -4.25
H -7.15 1.53 -1.71
O 0.38 2.03 1.17
C -0.23 -4.18 0.76
O -1.34 2.33 -3.37
H -0.44 -4.60 1.62
C -2.72 6.46 -1.25
C -1.39 -2.62 -2.90
C 1.79 -5.87 0.56
H 1.26 1.39 4.04
H 4.05 -1.34 4.05
H 3.77 -5.15 3.06
C -2.57 5.91 0.24
H 2.15 -0.03 3.93
C -1.76 -1.44 -2.00
O 1.20 -0.73 -2.96
H -5.75 2.37 -2.73
C 2.80 0.88 6.28
H -7.40 2.58 -0.61
H -1.90 4.20 1.33
H 4.27 -4.62 1.68
C -2.15 4.57 0.41
O 0.97 0.21 -4.95
N 3.92 -3.19 3.15
O 2.99 -3.49 -0.68
C -4.92 2.41 -2.00
H -4.17 1.73 -2.54
C 4.35 -4.43 2.67
C 1.95 1.47 -3.24
O -1.05 -4.77 -4.46
H 2.68 3.47 -0.50
C 2.27 0.86 3.93
N 1.10 -4.50 0.26
H 4.97 0.92 3.88
H -0.38 -3.20 1.09
H 1.72 0.74 6.59
H 3.82 5.08 -2.10
O -5.36 0.96 1.12



9
Properties=species:S:1:pos:R:3 method="wB97M-V/def2-TZVPD" smiles="O=C(F)F.NSF" multiplicity=1 orbital_gap_ev=8.791 total_charge=0 e_homo_ha=-0.36415 e_above_lowest_kj_mol=319.0
N -0.75 1.99 -1.21
F 0.72 1.45 0.99
H 0.16 1.87 -1.61
H -1.51 1.96 -1.77
F 1.02 -1.99 -0.11
F 1.05 -1.39 1.97
S -0.08 0.46 -0.04
C 0.23 -1.90 0.86
O -0.85 -2.45 0.93



111
Properties=species:S:1:pos:R:3 method="wB97M-V/def2-TZVPD" multiplicity=1 orbital_gap_ev=8.192 total_charge=-1 e_homo_ha=-0.23201
H -1.43 -3.69 0.54
C -4.55 2.01 3.22
H -2.35 -1.88 -2.05
O 1.89 3.45 -6.27
H -4.79 3.26 -2.93
C 2.13 -2.80 1.68
H 3.89 -2.22 -0.59
H -3.81 2.47 -1.11
H -2.29 4.18 0.51
C 3.05 1.09 4.34
N -0.28 0.78 3.24
C 2.25 1.02 -5.12
H -1.69 -1.22 -4.43
H 1.12 -2.99 2.03
H -4.53 2.32 4.25
H 2.16 -2.65 0.60
H -2.52 1.44 3.09
H -2.37 -5.36 2.44
S 1.22 2.57 -5.21
N -0.72 -5.50 -0.38
H 1.29 5.23 -0.76
H 2.57 3.64 -3.39
H -1.63 -7.86 1.60
H -0.50 0.03 -4.40
C -1.81 -5.63 1.55
H -3.10 -1.17 -0.62
C -5.08 1.21 1.20
H 4.56 1.28 5.95
S 3.20 -4.23 1.99
H 0.66 3.57 -0.33
H -2.60 1.89 -2.23
H 2.64 -4.32 4.47
H 5.25 -1.30 1.82
H -0.43 -1.37 3.39
H 3.69 -2.95 4.00
H -4.45 -3.78 -1.24
C 4.23 1.46 4.94
H 2.30 0.78 -6.18
O 6.62 -0.13 -1.43
O 4.56 -3.99 1.32
H -5.61 0.92 0.30
C -3.11 -1.18 -1.71
N 3.16 1.37 2.99
H -0.34 -5.11 -1.23
H 5.97 2.53 4.14
C -3.17 2.78 -1.94
H -3.46 -3.79 -2.68
S -1.53 -0.01 -6.61
C 4.47 -1.65 -1.32
S 6.08 -1.26 -0.59
H 3.76 -0.86 -1.62
C -4.45 -3.54 -2.30
C -5.58 1.87 2.32
H -0.31 4.75 -1.24
H 6.00 0.22 1.33
C -1.62 4.04 1.35
H -3.00 1.09 -4.93
H -6.59 2.25 2.36
O -3.84 3.40 -3.03
H 4.47 -2.27 -2.22
H -0.13 -1.49 -5.21
H 1.93 0.19 -4.48
C 5.37 -0.60 0.99
C -0.91 -0.76 -5.03
O -0.67 6.53 1.21
H 4.68 2.12 1.73
C -1.34 -4.77 0.59
H -1.60 2.09 -5.23
Cl 0.38 0.10 -0.45
H -2.98 0.39 0.89
H -1.42 2.99 1.54
C 0.43 4.64 -0.44
H -0.30 -7.57 -0.68
O -0.27 -1.15 -0.14
C -0.69 -6.81 -0.02
C 4.41 1.89 2.74
S -4.67 -1.72 -2.51
C 5.01 2.07 3.98
H -2.97 -0.15 -2.02
C -0.36 -0.44 3.93
C -0.51 -0.14 5.26
C -2.31 1.42 -5.71
H 1.29 2.48 -2.82
C -0.29 1.80 4.15
H 0.89 4.12 -3.48
H 2.52 -1.94 2.22
S -0.12 5.09 1.25
O -4.58 -1.46 -3.99
H 4.34 -4.51 4.08
H -5.33 -3.99 -2.76
H 2.45 1.16 2.31
C -0.44 1.28 5.44
C -3.76 0.89 1.43
H -0.46 1.85 6.35
H -2.46 3.47 -1.48
O -0.59 1.09 -0.24
H -0.61 -0.83 6.08
H -2.91 1.87 -6.50
O 1.52 0.35 0.41
H 2.16 0.56 4.63
O -0.34 0.56 -7.37
H 4.35 -0.30 0.76
C -1.38 -6.90 1.17
H 3.22 1.35 -4.74
H -0.14 2.78 3.73
H -2.21 4.38 2.20
C 3.42 -3.99 3.80
H -0.19 0.93 2.24
N -3.42 1.44 2.63
O 0.77 0.10 -1.82
C 1.55 3.27 -3.53



20
Properties=species:S:1:pos:R:3 method="wB97M-V/def2-TZVPD" smiles=CCN.CNC multiplicity=1 orbital_gap_ev=9.984 total_charge=0 e_homo_ha=-0.33138 e_above_lowest_kj_mol=55.5
H 1.87 2.29 0.07
H 3.26 -1.28 -0.19
H 1.62 -0.22 0.92
H 1.97 -1.77 -0.95
H -3.32 1.55 0.77
H 3.36 1.38 0.43
H -3.62 -0.69 -0.11
H -1.98 -2.41 0.42
H -2.14 1.21 -0.50
H 0.74 0.14 -0.57
C -2.50 0.88 0.48
H -0.88 -1.07 0.68
C 2.46 1.41 -0.19
H -1.60 -1.34 -0.95
C 1.73 0.09 -0.12
N 2.54 -0.94 -0.83
C -1.76 -1.38 0.13
H 2.82 1.55 -1.22
N -2.88 -0.51 0.56
H -1.70 1.10 1.19



8
Properties=species:S:1:pos:R:3 method="wB97M-V/def2-TZVPD" multiplicity=1 orbital_gap_ev="4.921 / 4.955" total_charge=-1 e_homo_ha="-0.12395 / -0.12525" e_above_lowest_kj_mol=665.6
H -0.29 -2.59 0.58
O 0.01 -0.96 -0.95
N -0.97 1.60 -0.96
N -0.45 2.25 -0.12
N 0.66 0.64 0.69
O 0.51 -2.90 0.20
C 0.18 -0.03 -0.22
N 0.34 1.98 0.80



Repeat the third record exactly.
41
Properties=species:S:1:pos:R:3 method="wB97M-V/def2-TZVPD" smiles="COc1ccc([C@H]2Sc3ccc(C(F)(F)F)cc3-n3cccc3C2=O)cc1" multiplicity=1 orbital_gap_ev=8.559 total_charge=0 e_homo_ha=-0.31214 e_above_lowest_kj_mol=0.0
H 0.98 4.44 -3.83
C 0.49 3.69 -3.21
O 0.39 -4.33 0.66
H 2.47 1.89 -0.39
C 0.24 -2.35 -0.58
H 1.12 0.92 3.60
H -1.04 -5.72 1.09
F 4.31 1.93 1.53
C 0.91 1.18 2.57
H -2.23 -3.54 1.46
H 0.20 -0.60 -1.74
F 3.76 -0.17 2.03
C -2.36 0.42 -0.99
C -2.29 -1.68 0.38
H -3.28 -1.50 0.76
C -1.67 -2.87 0.81
C -0.50 2.72 -3.54
C 0.86 3.48 -1.91
C 0.37 1.90 -0.08
N 0.16 2.42 -1.37
C -0.18 -5.26 1.57
C -0.38 -1.21 -1.02
H 0.55 -6.04 1.82
C 1.99 1.38 1.70
H 1.19 -2.63 -0.91
C 3.44 1.13 2.21
H -1.22 1.15 2.86
H 1.57 4.13 -1.39
F 3.53 1.39 3.57
C -0.65 1.64 0.83
C -1.80 0.97 -2.29
O -2.21 0.48 -3.33
C -0.36 -3.22 0.34
C -0.39 1.34 2.18
H -1.01 2.64 -4.52
C -1.63 -0.83 -0.52
S -2.35 1.65 0.40
H -3.40 0.15 -1.24
C 1.69 1.71 0.36
C -0.73 1.97 -2.39
H -0.51 -4.77 2.51



Please write out number 4 again, unchanged.
95
Properties=species:S:1:pos:R:3 method="wB97M-V/def2-TZVPD" multiplicity=1 orbital_gap_ev=6.242 total_charge=-1 e_homo_ha=-0.20549 e_above_lowest_kj_mol=387.8
C 1.71 -3.52 -0.46
C -3.15 -4.19 -1.60
C -2.64 5.61 -2.43
C -3.42 -2.94 -0.62
N -1.98 -4.98 -3.73
H -2.59 6.51 1.15
H -1.02 -4.82 0.20
N -5.53 1.88 -0.82
H -1.20 -0.46 -1.94
C -1.74 4.33 -2.11
H 2.43 2.20 -5.37
H -2.92 7.60 -1.36
C -0.24 0.98 0.99
C -1.64 3.78 -0.70
N 1.25 0.22 -3.71
C -2.15 -3.94 -2.81
C 2.47 -3.10 3.01
C -4.76 1.44 0.21
C 3.27 3.75 -3.82
H 1.94 -5.82 1.59
C -6.97 1.60 -0.84
H 2.18 -2.51 1.99
H -3.84 1.85 0.33
H 1.92 -4.04 2.94
H 0.93 -6.85 0.33
O 3.63 1.00 7.24
H 5.44 -4.63 2.72
H 2.34 1.10 2.86
C 4.75 -2.11 3.75
H 3.63 4.51 -4.54
H 1.26 -2.69 -0.63
C 2.67 3.26 -1.51
O -1.46 0.94 1.07
H -1.34 2.76 -0.75
C 3.21 4.06 -2.52
H -0.69 -2.34 -3.64
H 1.65 1.27 -1.17
N 3.06 1.13 4.97
H 4.49 2.61 4.04
C 2.01 1.87 -1.84
H -4.01 -2.85 0.22
O -0.28 4.16 -4.02
H -4.36 3.39 -1.83
H -2.99 -0.77 -0.30
H 0.03 -1.09 0.62
O 0.40 -0.17 0.73
N -1.15 3.58 -3.26
C -2.70 -1.68 -0.81
H 1.92 -2.61 3.88
O -2.73 -6.07 -3.81
H -2.90 5.95 -3.45
O 5.99 -2.21 4.04
H 5.34 1.44 5.35
H -3.63 -5.10 -1.53
H 2.63 -5.95 -0.16
C 4.52 1.61 4.60
H -7.43 0.68 -0.31
C 2.69 2.40 -4.25
H -7.15 1.53 -1.71
O 0.38 2.03 1.17
C -0.23 -4.18 0.76
O -1.34 2.33 -3.37
H -0.44 -4.60 1.62
C -2.72 6.46 -1.25
C -1.39 -2.62 -2.90
C 1.79 -5.87 0.56
H 1.26 1.39 4.04
H 4.05 -1.34 4.05
H 3.77 -5.15 3.06
C -2.57 5.91 0.24
H 2.15 -0.03 3.93
C -1.76 -1.44 -2.00
O 1.20 -0.73 -2.96
H -5.75 2.37 -2.73
C 2.80 0.88 6.28
H -7.40 2.58 -0.61
H -1.90 4.20 1.33
H 4.27 -4.62 1.68
C -2.15 4.57 0.41
O 0.97 0.21 -4.95
N 3.92 -3.19 3.15
O 2.99 -3.49 -0.68
C -4.92 2.41 -2.00
H -4.17 1.73 -2.54
C 4.35 -4.43 2.67
C 1.95 1.47 -3.24
O -1.05 -4.77 -4.46
H 2.68 3.47 -0.50
C 2.27 0.86 3.93
N 1.10 -4.50 0.26
H 4.97 0.92 3.88
H -0.38 -3.20 1.09
H 1.72 0.74 6.59
H 3.82 5.08 -2.10
O -5.36 0.96 1.12



Look up the multiplicity of the fifth one.
1